Formula: C45H90O45
Source: OMol25
Level of theory: the ωB97M-V functional and the def2-TZVPD basis

The geometry in XYZ format:
```
180
Properties=species:S:1:pos:R:3
C 5.836 -5.047 27.429
O 7.265 -4.917 27.203
C 8.170 -5.536 28.038
O 9.414 -5.607 27.894
O 7.571 -5.850 29.264
C 8.293 -6.565 30.275
H 5.425 -4.943 28.433
H 5.558 -6.051 27.109
H 5.353 -4.399 26.698
H 7.671 -6.647 31.167
H 9.199 -6.043 30.582
H 8.552 -7.601 30.055
C -14.534 -5.447 12.720
O -13.638 -6.304 13.290
C -12.950 -5.919 14.392
O -13.158 -4.946 15.070
O -11.981 -6.797 14.502
C -11.110 -6.712 15.561
H -15.280 -5.394 13.513
H -14.913 -5.922 11.815
H -14.050 -4.473 12.644
H -10.468 -5.847 15.393
H -10.486 -7.606 15.557
H -11.510 -6.709 16.575
C -11.183 -7.606 27.591
O -9.964 -7.225 26.927
C -9.104 -8.144 26.556
O -9.101 -9.276 27.033
O -8.208 -7.597 25.765
C -6.892 -8.084 25.633
H -10.912 -7.681 28.644
H -11.676 -8.543 27.331
H -11.928 -6.831 27.410
H -6.428 -8.456 26.546
H -6.286 -7.301 25.178
H -6.828 -8.905 24.919
C -6.787 -11.688 19.430
O -5.562 -12.320 19.165
C -4.598 -11.623 18.496
O -4.689 -10.527 18.005
O -3.486 -12.461 18.320
C -2.327 -12.075 17.576
H -7.477 -12.380 19.912
H -7.125 -11.508 18.409
H -6.465 -10.820 20.006
H -1.393 -11.809 18.070
H -2.593 -11.268 16.892
H -2.014 -12.812 16.836
C -9.007 2.588 16.869
O -7.649 2.941 16.627
C -6.744 2.020 16.291
O -6.911 0.801 16.471
O -5.726 2.667 15.748
C -4.547 2.009 15.319
H -9.255 1.552 17.100
H -9.548 2.789 15.945
H -9.507 3.247 17.578
H -4.697 1.084 14.762
H -3.908 1.798 16.177
H -4.148 2.702 14.579
C -2.949 -3.173 18.545
O -1.898 -2.394 18.973
C -1.889 -2.018 20.276
O -2.626 -2.374 21.235
O -0.769 -1.271 20.342
C -0.241 -0.951 21.652
H -3.943 -2.985 18.950
H -2.688 -4.228 18.630
H -3.037 -3.035 17.467
H 0.706 -0.420 21.747
H -0.176 -1.951 22.081
H -0.904 -0.371 22.293
C -14.333 -1.442 24.362
O -13.332 -2.358 23.941
C -12.439 -1.968 22.950
O -12.412 -0.836 22.413
O -11.639 -2.953 22.673
C -10.620 -2.886 21.667
H -15.115 -1.966 24.911
H -14.929 -1.175 23.489
H -13.887 -0.611 24.909
H -10.977 -2.890 20.637
H -9.967 -3.734 21.871
H -10.053 -1.978 21.876
C 3.931 -9.114 14.748
O 3.019 -8.077 14.476
C 1.823 -8.410 13.937
O 1.546 -9.429 13.302
O 1.055 -7.339 14.096
C -0.173 -7.359 13.357
H 3.847 -9.937 14.038
H 3.699 -9.590 15.701
H 4.922 -8.677 14.871
H -0.774 -6.460 13.496
H -0.870 -8.095 13.758
H -0.085 -7.758 12.347
C 5.964 1.621 11.353
O 4.972 0.717 11.715
C 4.739 0.633 13.060
O 5.411 1.153 13.949
O 3.651 -0.153 13.198
C 3.350 -0.568 14.536
H 5.629 2.653 11.462
H 6.290 1.552 10.315
H 6.861 1.408 11.935
H 3.146 0.271 15.201
H 4.147 -1.129 15.024
H 2.422 -1.122 14.395
C -5.159 6.141 28.749
O -4.709 5.166 27.741
C -5.611 4.778 26.798
O -6.747 5.140 26.758
O -4.960 3.842 25.967
C -5.712 3.062 25.031
H -4.459 6.454 29.524
H -5.977 5.699 29.319
H -5.561 6.989 28.196
H -6.403 3.666 24.444
H -6.263 2.245 25.497
H -5.005 2.704 24.282
C 1.799 -7.424 21.717
O 2.507 -6.298 21.281
C 3.835 -6.322 20.861
O 4.489 -7.335 20.702
O 4.265 -5.044 20.664
C 5.671 -4.846 20.443
H 0.939 -7.094 22.301
H 2.363 -8.148 22.305
H 1.477 -7.944 20.815
H 5.615 -4.169 19.590
H 6.253 -5.645 19.985
H 6.156 -4.353 21.286
C -5.104 -0.732 8.000
O -5.803 -1.966 8.132
C -5.730 -2.659 9.294
O -5.186 -2.359 10.333
O -6.303 -3.820 8.996
C -6.364 -4.890 9.882
H -4.557 -0.523 8.919
H -5.819 0.056 7.763
H -4.384 -0.850 7.191
H -6.189 -4.606 10.919
H -5.761 -5.762 9.626
H -7.412 -5.189 9.914
C 13.531 1.640 21.817
O 12.103 1.512 21.833
C 11.378 1.907 20.803
O 11.768 2.395 19.772
O 10.191 1.543 21.088
C 9.049 1.804 20.271
H 13.793 2.697 21.765
H 13.953 1.111 20.962
H 13.934 1.259 22.755
H 9.409 1.944 19.252
H 8.615 2.746 20.607
H 8.200 1.121 20.286
C 1.942 6.253 16.951
O 0.751 6.022 17.740
C 0.810 5.189 18.743
O 1.746 4.464 18.972
O -0.367 5.150 19.446
C -1.600 5.813 19.108
H 2.292 5.284 16.596
H 2.825 6.475 17.551
H 1.803 7.117 16.300
H -1.782 6.705 19.707
H -2.477 5.166 19.101
H -1.538 6.148 18.073
C 6.013 -1.249 32.740
O 4.900 -0.897 31.944
C 5.104 0.117 31.050
O 6.161 0.787 30.856
O 3.890 0.366 30.548
C 3.761 1.543 29.872
H 6.924 -1.290 32.143
H 5.819 -2.219 33.197
H 6.130 -0.496 33.519
H 4.460 2.292 30.243
H 2.776 2.011 29.876
H 4.014 1.298 28.840
```

strongest force on any atom = 0.093 Eh/bohr
E_LUMO = 0.10 eV

=====

Formula: C45H91As4InN4O7S2Si
Source: OMol25
Level of theory: the ωB97M-V functional and the def2-TZVPD basis

The geometry in XYZ format:
```
155
Properties=species:S:1:pos:R:3
In 0.368 -0.043 -0.046
C -0.624 0.723 5.204
As -0.874 -0.158 3.457
C 0.650 -1.379 3.651
C -2.272 -1.456 4.026
C -3.749 -1.072 3.785
C -4.006 0.343 4.312
C -4.153 -1.187 2.303
As -3.577 0.177 0.976
C -4.622 -0.648 -0.482
C -4.931 1.573 1.325
C -4.580 -2.101 4.577
As -6.552 -2.044 4.903
C -7.363 -0.988 3.445
C -6.608 -0.613 6.258
H -0.587 -0.012 6.009
H -1.424 1.435 5.405
H 0.321 1.266 5.181
H 0.494 -2.091 4.464
H 1.543 -0.789 3.858
H 0.814 -1.925 2.721
H -2.121 -1.612 5.099
H -2.057 -2.410 3.537
H -3.354 1.055 3.799
H -3.803 0.395 5.385
H -5.040 0.641 4.141
H -5.241 -1.219 2.241
H -3.790 -2.143 1.909
H -5.683 -0.682 -0.229
H -4.278 -1.664 -0.673
H -4.501 -0.066 -1.397
H -5.878 1.128 1.636
H -5.096 2.116 0.393
H -4.596 2.283 2.080
H -4.197 -2.160 5.602
H -4.406 -3.089 4.138
H -7.362 -1.548 2.510
H -6.883 -0.022 3.293
H -8.403 -0.815 3.725
H -5.868 -0.816 7.032
H -7.592 -0.605 6.727
H -6.419 0.373 5.836
C -0.845 4.919 -1.219
C -0.635 3.422 -1.432
C 0.179 3.184 -2.701
C -1.986 2.715 -1.497
O 0.071 2.818 -0.329
Si 1.234 3.470 0.630
S 2.058 1.789 1.661
O 0.675 4.568 1.689
C -0.289 4.538 2.747
C -1.413 3.551 2.439
C -0.843 5.954 2.864
C 0.435 4.131 4.027
O 2.289 4.201 -0.360
C 3.443 5.040 -0.169
C 4.435 4.363 0.771
C 3.014 6.400 0.380
C 4.061 5.206 -1.552
H -1.437 5.324 -2.040
H 0.113 5.438 -1.182
H -1.373 5.104 -0.282
H -0.358 3.557 -3.575
H 0.368 2.116 -2.820
H 1.138 3.694 -2.623
H -2.516 2.987 -2.411
H -2.596 2.990 -0.635
H -1.834 1.634 -1.461
H -1.891 3.803 1.491
H -2.166 3.579 3.229
H -1.018 2.536 2.360
H -1.331 6.243 1.932
H -0.034 6.659 3.060
H -1.567 6.010 3.678
H 0.866 3.137 3.897
H -0.259 4.117 4.870
H 1.241 4.832 4.247
H 4.014 4.286 1.776
H 5.359 4.940 0.817
H 4.663 3.356 0.416
H 2.467 6.268 1.311
H 2.362 6.907 -0.334
H 3.890 7.024 0.563
H 4.418 4.246 -1.926
H 4.903 5.899 -1.504
H 3.320 5.600 -2.250
C 3.806 -5.117 -7.964
C 2.963 -4.331 -6.968
S 1.606 -3.578 -7.892
O 2.157 -2.585 -8.773
O 0.793 -4.635 -8.429
C 0.633 -2.734 -6.627
C 1.336 -1.465 -6.149
N 0.629 -0.892 -5.012
C 0.902 -1.156 -3.713
N -0.036 -0.680 -2.909
C -0.965 -0.094 -3.699
C -0.590 -0.227 -5.009
N -1.247 0.313 -6.138
O -2.341 0.805 -5.944
O -0.715 0.227 -7.232
C 2.118 -1.872 -3.241
H 4.659 -5.577 -7.470
H 4.169 -4.450 -8.746
H 3.204 -5.895 -8.431
H 3.527 -3.521 -6.505
H 2.511 -4.970 -6.209
H 0.470 -3.457 -5.826
H -0.319 -2.503 -7.105
H 1.368 -0.751 -6.962
H 2.353 -1.680 -5.828
H -1.852 0.377 -3.315
H 3.016 -1.515 -3.745
H 2.028 -2.950 -3.402
H 2.219 -1.701 -2.172
C -0.462 -6.779 -0.573
C 0.659 -5.760 -0.741
As 0.191 -3.867 -0.356
C -0.708 -4.115 1.389
C 0.211 -4.700 2.460
C -1.477 -3.737 -1.416
C -1.282 -3.997 -2.908
H -0.113 -7.786 -0.812
H -1.306 -6.558 -1.229
H -0.828 -6.793 0.454
H 1.050 -5.786 -1.761
H 1.499 -6.009 -0.089
H -1.597 -4.738 1.265
H -1.050 -3.121 1.690
H 0.475 -5.732 2.227
H -0.276 -4.692 3.437
H 1.136 -4.126 2.538
H -1.848 -2.721 -1.267
H -2.215 -4.426 -1.001
H -0.608 -3.253 -3.336
H -2.232 -3.933 -3.441
H -0.864 -4.990 -3.087
C 3.418 1.330 -2.366
C 4.349 0.794 -1.313
C 5.653 0.452 -1.633
C 6.523 -0.042 -0.672
C 6.055 -0.226 0.619
C 4.753 0.098 0.980
C 4.267 -0.238 2.364
C 3.875 0.649 0.017
N 2.553 0.988 0.225
H 3.953 1.514 -3.299
H 2.955 2.256 -2.025
H 2.603 0.622 -2.561
H 5.994 0.588 -2.654
H 7.542 -0.296 -0.935
H 6.715 -0.655 1.365
H 5.006 -0.848 2.884
H 3.330 -0.800 2.304
H 4.071 0.652 2.962
```

strongest force on any atom = 0.026 Eh/bohr
E_LUMO = -0.74 eV